# 1
86
Properties=species:S:1:pos:R:3:mulliken_charge:R:1 method="wB97M-V/def2-TZVPD" smiles="NC(N)=O.NC(N)=O.NC(N)=O.NC(N)=O.NC(N)=O.NC(N)=O.NC(N)=O.NC(N)=O.NC(N)=O.NC(N)=O.O.O" homo_energy_ev=-8.98 energy_ha=-2405.680349 e_above_lowest_ev=5.796 orbital_gap_ha=0.330
H 4.01 1.66 1.86 0.1525
C 3.94 2.07 3.71 0.5742
H 1.65 4.33 -1.21 0.1259
O 0.52 3.06 3.44 -0.6249
H 1.27 3.48 0.56 0.0295
H -1.68 0.92 -3.28 0.0567
H -5.63 -1.50 2.69 0.1562
C -0.16 3.63 -0.76 0.7495
H -1.54 -6.02 -0.16 0.3319
H 2.44 -2.63 -2.29 0.1730
H -3.36 -3.15 1.13 0.1331
N 0.69 -2.47 3.99 -0.4497
H -1.63 -0.37 -6.98 0.2330
N -4.26 -2.76 1.34 -0.3848
N -0.84 -0.61 -0.73 0.4535
O -3.30 -0.93 0.75 -0.5888
H -1.45 0.07 1.31 -0.0503
N 3.97 1.12 -0.84 -0.1712
C -4.82 1.56 -0.99 0.7582
H 2.84 -0.67 0.38 0.3291
N -2.19 -5.44 -0.68 -0.5059
H 3.19 1.72 -1.07 0.0469
N -2.16 -3.37 -1.11 -0.1152
N -3.79 1.40 -1.74 -0.0307
H 4.13 0.21 -1.26 0.1140
H -2.68 -0.36 -3.80 0.1174
C -1.53 0.53 -5.21 0.6025
N 3.44 1.43 2.66 0.1936
H -5.00 -3.29 1.79 0.1607
O -1.09 -4.09 0.70 -0.6299
H 6.02 -0.15 -0.78 0.1690
N 0.97 -0.71 5.28 -0.4096
H -3.84 0.84 -2.58 0.0865
H -1.97 -2.44 -0.77 0.1162
H 1.50 -0.69 -2.26 0.1185
H -0.05 -2.66 4.66 0.1435
O 5.06 2.60 0.42 -0.8650
H 2.75 -1.38 1.71 0.3554
H -0.70 -0.71 -1.72 0.0079
O 1.87 -0.74 3.27 -0.7470
O 3.31 -1.27 0.95 -0.7583
H 4.72 3.80 3.85 0.2317
H 2.80 0.68 2.88 0.1866
H 0.34 -1.25 5.86 0.1384
H -3.62 2.25 0.44 0.2044
H 4.61 3.30 2.21 0.1658
C 5.01 1.58 -0.24 0.6650
N -5.15 -0.90 2.03 -0.3683
N 6.03 0.80 -0.44 -0.4405
C 1.26 -1.27 4.17 0.6544
C -4.23 -1.50 1.33 0.5662
N 1.19 -0.80 -3.21 -0.2110
H -1.73 -0.33 -0.35 -0.1469
H -0.18 2.62 0.98 0.0406
H 0.37 4.67 -2.42 0.2293
O 1.16 0.01 -0.36 -0.5231
H -5.21 1.99 0.91 0.2129
H -2.30 -5.58 -1.67 0.2232
N -4.56 2.03 0.14 -0.3398
C 1.24 -1.98 -3.82 0.5722
C 0.07 -0.17 0.04 0.4438
C -1.77 -4.30 -0.29 0.5171
H 0.55 3.45 4.31 0.3066
N 0.70 4.32 -1.53 -0.4437
O -0.65 1.35 -5.42 -0.7231
H 6.90 1.08 0.01 0.2437
N 4.63 3.05 3.19 -0.4281
H -2.74 -3.60 -1.90 0.1623
O 0.70 -2.25 -4.86 -0.6858
N 0.32 3.21 0.33 -0.0223
N 1.95 -2.88 -3.14 -0.3914
N -1.90 0.24 -4.00 -0.1571
H -2.86 1.51 -1.35 -0.1961
H -5.27 0.11 2.03 0.1722
H 1.82 -3.82 -3.48 0.2295
N -0.52 0.40 1.10 -0.0272
N -1.96 -0.34 -6.03 -0.3471
H 1.20 -0.07 -3.91 0.1909
O -1.28 3.25 -1.21 -0.6942
H 0.81 -2.96 3.12 0.1802
H 0.04 0.65 1.91 0.2406
H -2.72 -0.93 -5.71 0.1596
O -5.88 1.08 -1.32 -0.7599
O 3.61 1.94 4.87 -0.7030
H 1.18 0.26 5.43 0.2557
H 1.44 3.06 3.15 0.2587

***

# 2
57
Properties=species:S:1:pos:R:3:mulliken_charge:R:1 method="wB97M-V/def2-TZVPD" homo_energy_ev=-5.28 energy_ha=-70836.670013 orbital_gap_ha=0.225 charge=-1
Br -3.92 -2.65 2.63 -0.0535
Br -10.04 1.86 3.48 -0.0106
Br -11.12 -2.00 -7.13 -0.0109
Br 6.95 3.54 4.85 -0.0295
O 6.34 -0.81 0.30 -0.3276
H 0.98 -0.12 -2.61 0.2364
Br -11.60 -1.95 -3.99 0.0054
Br -9.82 -4.24 -5.28 -0.0309
O 2.11 1.05 0.43 -0.7532
H 4.60 -1.16 -0.89 0.3155
O 5.35 1.06 1.07 -0.4033
Br -4.24 -0.19 -5.24 -0.0764
O 3.28 0.74 -1.37 -0.7571
C 10.10 -0.70 -2.25 -0.1983
Br -7.03 -1.54 -4.50 0.0206
Br -7.89 0.26 -0.61 0.0208
H 4.80 -2.02 0.68 0.3910
C 7.86 3.39 3.15 -0.3381
Br 9.79 3.39 3.38 -0.0902
H -3.21 -2.09 0.34 0.1556
Cl 3.51 -0.51 2.29 -0.2499
Br 11.09 -1.88 -1.09 -0.0227
C 3.16 0.67 -0.13 0.3201
Br 7.22 1.86 2.15 0.1201
Br -1.04 -2.75 1.28 0.0241
C 6.43 0.53 0.22 0.7452
H -9.57 -0.34 2.46 -0.2894
H 8.89 7.76 7.97 0.3227
Br -11.21 -1.01 4.17 -0.0228
C -2.93 -2.89 1.00 -0.1292
Br -1.25 -0.49 -3.64 0.0040
Br -3.40 -4.54 0.12 -0.0345
C 4.95 -1.09 0.14 -0.7880
C -11.31 -3.06 -5.54 -0.3464
C 8.37 6.98 7.42 -0.3322
C 0.55 -0.97 -3.12 -0.1849
Br -11.65 0.23 1.28 -0.0098
Br -4.51 -1.95 -2.60 0.0387
H 9.83 0.17 -1.66 0.2333
Br 6.59 7.63 7.08 -0.0089
Br 1.68 -1.35 -4.63 -0.0432
C 4.30 0.13 0.79 1.0152
H -5.68 0.13 -3.26 0.3740
C -7.87 -1.63 -0.28 -0.0403
Br 0.53 -2.44 -1.88 -0.0230
O 7.22 1.06 -0.46 -0.4759
C -5.40 -0.76 -3.82 -0.3630
Br 8.47 -1.50 -2.85 0.0038
Br 11.18 -0.08 -3.72 -0.0367
H -12.19 -3.67 -5.66 0.3614
Br 8.36 5.42 8.54 -0.0122
Br -7.44 -2.04 1.55 -0.0021
H -7.08 -2.05 -0.90 0.0298
H 7.61 4.26 2.57 0.3758
Br -9.52 -2.47 -0.83 0.0427
Br 9.34 6.68 5.79 0.0177
C -10.49 0.12 2.80 0.3210

***

# 3
69
Properties=species:S:1:pos:R:3:mulliken_charge:R:1 method="wB97M-V/def2-TZVPD" homo_energy_ev=-15.67 energy_ha=-2533.549105 e_above_lowest_ev=0.000 orbital_gap_ha=0.213 charge=+3
C -1.02 -2.05 -0.67 -0.1744
H -3.93 -1.34 3.82 0.5151
H -2.19 -3.48 -1.76 0.5993
N -1.64 1.64 0.33 0.5506
C 0.34 1.98 -4.28 -0.5753
H 1.86 -4.23 -1.79 0.2463
H 0.43 2.20 -5.33 0.5233
C 1.52 -2.68 1.99 -1.1365
N 1.36 0.14 1.93 1.4501
H 0.56 -4.97 1.15 0.5435
C -3.02 -0.79 3.63 -1.0619
H 1.79 -3.66 2.38 0.6028
C -0.42 0.90 -3.84 -0.7001
C -2.60 0.93 -0.33 0.1364
C -0.71 0.53 3.08 0.5035
H -1.06 4.64 1.15 0.5197
C -0.85 -4.41 -0.35 -0.9976
H 0.80 4.27 -0.82 0.3190
H -0.83 1.40 5.04 0.6187
C 1.46 3.41 -0.97 -1.5100
S 2.35 0.25 -0.52 -0.2395
H -2.76 -1.58 1.63 0.5037
H 5.17 -0.07 1.73 0.2752
C 3.31 0.10 0.93 0.7045
N 0.16 1.41 -1.58 0.6155
H -5.36 2.63 0.61 0.5062
H 2.43 -2.23 1.60 0.0721
H 1.63 2.93 -0.01 0.1153
C -1.99 2.75 1.01 0.9347
H 2.47 -2.18 -5.16 0.4282
N 2.67 0.21 2.08 -1.5767
C -1.29 0.74 4.31 -0.6698
N -1.25 -0.27 2.15 0.2184
C 0.09 -4.16 0.62 -1.0005
C 0.94 2.79 -3.34 -0.9223
C 0.85 2.50 -1.98 0.9813
C 0.49 -2.86 0.93 0.7521
H -4.67 0.67 -0.78 0.5410
H 1.50 3.67 -3.64 0.5949
H 1.02 1.99 2.82 0.7700
C -2.47 0.06 4.58 -0.4529
W 0.16 0.33 0.40 -0.1317
C -3.33 3.11 1.12 -0.9168
N 4.63 -0.05 0.87 -0.3686
C -0.96 3.65 1.60 -1.4690
C -4.31 2.36 0.52 -0.7052
C 2.49 -1.54 -4.28 -0.9777
S 1.44 -2.22 -2.98 0.3301
N -0.07 -1.81 0.26 1.3404
H 2.10 -0.56 -4.54 0.2077
H 3.51 -1.43 -3.92 0.3195
H -3.58 4.00 1.68 0.5934
H -0.96 0.28 -4.54 0.4823
H -1.13 3.78 2.67 0.4069
C -2.38 -0.93 2.40 -0.2301
H 2.41 3.80 -1.33 0.5451
H 2.36 -4.39 -3.48 0.4054
C 0.53 1.08 2.49 -1.2646
H 3.38 -3.49 -2.33 0.3126
C -1.43 -3.32 -1.00 -0.5182
H 5.12 0.01 0.00 0.2197
C 2.36 -3.73 -2.62 -1.0096
H 1.16 -2.08 2.82 0.1670
H -2.96 0.18 5.54 0.4961
Sb -2.14 -0.59 -1.83 1.1247
H 0.05 3.31 1.44 -0.1258
H -1.15 -5.42 -0.59 0.4998
C -0.50 0.65 -2.48 -0.0291
C -3.93 1.25 -0.25 -0.8283

***

# 4
22
Properties=species:S:1:pos:R:3:mulliken_charge:R:1 method="wB97M-V/def2-TZVPD" homo_energy_ev=-13.16 energy_ha=-595.238677 e_above_lowest_ev=2.842 orbital_gap_ha=0.367 charge=+1
H 2.34 -0.45 1.18 0.4487
H -2.38 0.13 0.57 0.3611
N 1.44 0.02 1.27 0.0243
H 0.82 -0.41 2.01 0.3771
H -0.80 -1.49 1.39 0.4577
H 1.52 -1.75 -2.14 0.0938
P 2.16 -0.84 -1.26 0.0233
C -0.30 2.00 0.05 -1.5417
H -0.52 -2.20 -0.37 0.3059
C 0.81 -0.62 0.08 -0.2169
C -2.02 0.15 -0.45 -1.5723
H 1.36 1.02 1.17 0.2633
H -0.40 1.96 1.24 0.3345
H -2.68 0.81 -0.93 0.4815
H -0.32 0.72 -1.59 0.2884
H -0.94 2.83 -0.09 0.3895
H 0.54 -2.62 0.91 0.4601
H 0.78 2.42 -0.17 0.3168
H 1.46 0.21 -1.86 0.0701
H -2.19 -0.86 -0.99 0.2884
C -0.04 -1.76 0.58 -1.5810
C -0.66 0.73 -0.60 0.9273

***

# 5
51
Properties=species:S:1:pos:R:3:mulliken_charge:R:1 method="wB97M-V/def2-TZVPD" smiles="CCOS(C)(=O)=O.CCOS(C)(=O)=O.CCOS(C)(=O)=O.O.O" homo_energy_ev=-10.83 energy_ha=-2381.861646 orbital_gap_ha=0.399
H -1.42 -3.13 1.08 0.4509
H -5.19 -2.62 -1.52 0.3003
H 2.86 1.48 -2.80 0.3786
C -2.03 2.23 -0.99 -0.8185
C 1.51 -2.77 -2.94 0.0246
H 1.86 -4.43 -1.60 0.3627
O 2.49 -0.37 -0.92 -0.5846
H -1.48 -1.16 -2.18 0.4622
H 3.24 -3.95 -2.41 0.3427
H -0.09 -2.84 0.14 0.1025
H -1.19 -0.61 1.99 0.3406
H -1.57 -1.76 -0.05 0.0207
H 1.65 0.76 1.59 -0.1872
C -0.89 -2.28 0.63 -0.8315
H 2.81 -2.89 -1.17 0.2488
O 0.55 -1.79 2.51 -0.3809
H 1.54 0.99 -3.96 0.3331
O 1.93 -1.42 -3.17 -0.3706
O 2.10 -1.32 4.42 -0.6556
O -1.28 2.84 1.48 -0.2683
C -1.12 3.55 3.75 -1.3810
H 0.50 -2.76 -2.52 0.0062
O -4.36 -2.96 -1.18 -0.6388
H 2.96 -0.46 1.82 0.2893
H 1.08 1.87 -2.49 0.1763
H -2.81 2.97 -1.09 0.4175
H -1.70 1.83 -1.94 0.2340
H 0.18 -0.56 0.94 -0.2775
O 0.47 2.11 -0.19 -0.5954
C 1.81 1.21 -2.93 -0.8813
C -0.40 -1.24 1.57 0.4871
S -0.67 2.99 -0.05 1.2024
H -0.39 3.98 4.45 0.3846
H 0.58 2.99 2.55 0.1992
C 2.35 -3.52 -1.92 -1.1162
O -2.41 -1.24 -2.48 -0.6732
C -0.39 3.47 2.43 -0.1526
H -1.47 2.59 4.11 0.3107
H -1.93 4.28 3.70 0.3979
S 1.57 -0.32 -2.03 1.3116
O 0.13 -0.48 -1.84 -0.6605
H -2.44 -0.76 -3.32 0.2774
S 1.26 -0.68 3.46 1.1572
O 0.21 0.23 3.89 -0.5777
H -0.24 4.51 2.13 0.4448
C 2.28 0.23 2.31 -0.4202
H 1.38 -3.26 -3.90 0.3876
H -2.36 1.42 -0.33 0.2979
O -0.57 4.39 -0.37 -0.7195
H -3.68 -2.36 -1.54 0.3955
H 2.79 1.01 2.86 0.4460

***

# 6
190
Properties=species:S:1:pos:R:3:mulliken_charge:R:1 method="wB97M-V/def2-TZVPD" smiles="O=C1c2ccccc2C(=O)c2ccccc21.O=C1c2ccccc2C(=O)c2ccccc21.O=C1c2ccccc2C(=O)c2ccccc21.O=C1c2ccccc2C(=O)c2ccccc21.O=C1c2ccccc2C(=O)c2ccccc21.O=C1c2ccccc2C(=O)c2ccccc21.O=C1c2ccccc2C(=O)c2ccccc21.c1ccncc1.c1ccncc1" homo_energy_ev=-9.17 energy_ha=-5318.051343 orbital_gap_ha=0.287
C -2.91 2.97 -4.13 -0.8351
C -1.94 -8.93 -3.02 -0.6732
C -1.87 3.78 6.21 0.4589
H 2.26 4.14 1.02 0.4803
C 2.58 -3.43 -0.81 -0.8655
H -4.77 8.72 -2.16 0.4800
C 4.72 -1.72 6.12 -0.3249
O -0.98 -0.51 9.09 -0.6729
H 3.25 2.61 6.84 0.5332
C -0.31 -2.74 -9.92 0.3060
H -2.98 -6.09 -4.60 0.4559
O 1.61 5.28 8.21 -0.6688
C -2.30 2.63 9.74 -0.7055
C 0.10 0.01 9.22 -0.0489
C 2.66 -4.15 -2.04 -0.8759
C -4.17 6.56 -3.76 0.4843
H -0.07 2.49 -7.11 0.5686
H 1.63 1.82 -3.26 0.6831
H 2.02 2.46 4.90 0.3803
H -2.19 -9.55 -2.14 0.4540
O 0.52 3.55 -4.31 -0.6599
C 0.11 -5.47 -10.03 -0.6978
H -0.08 1.91 3.01 -0.1933
C 0.62 4.84 7.64 0.5291
H 0.43 -6.47 -10.12 0.4561
H 1.04 -12.88 -3.75 0.4843
C 0.67 -11.05 -4.64 -0.0342
H 3.18 1.89 12.16 0.5619
O 3.45 2.43 9.57 -0.6684
H -1.68 4.18 3.53 0.5019
H 2.70 -1.73 8.85 0.4520
H 2.36 5.71 3.35 0.4960
H 1.96 -4.20 -4.09 0.6990
H -3.08 2.10 10.25 0.4528
C 0.28 -4.79 -8.80 -0.4553
C 4.36 -1.59 7.47 -0.6069
C 3.07 -1.78 7.79 -0.1823
C -1.63 3.56 7.64 0.7163
C 2.46 -2.00 5.59 -0.2250
C -0.77 -8.58 -5.07 0.2269
H 3.25 1.75 0.71 0.4425
H -0.97 1.72 -1.19 0.0640
C 1.70 4.28 -1.00 0.6340
C -3.74 8.16 -0.34 -0.6074
C -1.38 -3.69 1.31 -0.4524
C -1.23 -4.67 0.32 -0.5505
C -3.95 3.90 -6.16 -0.7302
C 0.05 0.01 -0.41 0.8227
C 2.34 2.07 6.96 -1.1384
H -0.38 -5.39 -12.06 0.3963
C 2.03 -3.69 -3.16 -1.0374
C -0.05 1.38 2.05 0.3249
H -4.19 3.64 -7.25 0.2995
H -2.59 7.52 1.35 0.4434
C 1.81 -2.28 -0.69 0.1759
N 2.11 -1.94 6.89 -0.3663
C 0.27 -8.94 -6.06 0.4055
C -2.40 -6.97 -4.30 -0.8067
H 3.20 -3.75 0.05 0.4189
H 0.68 -5.30 -7.91 0.4884
C -3.91 5.21 -4.30 0.6952
C 1.48 5.46 5.38 -0.9115
O -1.08 -0.64 -10.72 -0.6524
C -2.50 -3.28 -1.10 -0.6135
C -0.49 4.05 8.25 0.6390
H 0.72 4.20 10.07 0.4680
C -3.00 5.90 -1.59 0.7960
C 2.63 1.59 -1.33 -0.7035
O 0.42 -3.44 -6.39 -0.5637
H 0.42 -0.94 13.78 0.4305
H 0.13 0.83 4.69 0.2293
C 0.06 1.44 -7.28 -0.5539
H -1.11 2.96 0.89 0.0843
C 1.55 -1.69 0.63 0.5025
H -2.97 -1.40 -0.23 0.3533
H -2.00 5.41 0.17 0.9661
C 0.40 5.00 6.11 -0.0554
H -4.10 9.18 0.08 0.2190
C 1.16 -1.84 -1.85 0.7868
O -4.49 7.50 -4.53 -0.7050
C 0.42 0.77 -6.12 0.1160
H 3.24 -5.05 -1.88 0.4188
C -0.39 -3.39 -11.22 -0.8002
H 2.23 0.69 14.00 0.3912
C 0.22 -0.61 -1.78 0.6100
C 1.27 5.70 -0.87 0.5477
O 0.50 -8.24 -7.01 -0.6552
O 1.48 6.29 0.15 -0.6728
C 0.96 -10.25 -5.77 0.5127
C 0.20 5.57 -3.20 -0.0147
C -4.16 7.97 -1.66 -0.6520
H -0.64 -5.54 0.54 0.4122
N -1.98 -2.53 1.12 -0.4293
O -0.21 -0.13 -2.80 -0.9635
C -0.17 -0.59 -8.53 0.3686
C 0.82 0.15 10.52 0.9082
H -1.70 -5.24 -1.68 0.6173
C 1.94 -10.63 -6.67 -0.5105
C -3.24 4.23 -3.58 0.2744
C 3.79 -1.92 5.15 -0.6334
C 1.64 1.96 5.80 -0.1427
C 0.06 0.44 6.83 -1.0504
C -0.21 3.80 9.62 -0.9567
C -1.15 3.07 10.34 -0.3712
H -3.13 1.93 -5.98 0.4922
C 0.34 4.88 3.36 0.3509
C -0.44 -10.68 -3.70 0.4340
H 0.55 -2.24 -3.85 0.7094
H 5.76 -1.67 5.84 0.3903
C -0.52 6.22 -4.19 -0.1690
H -1.34 -6.77 -6.12 0.5190
H 0.26 4.93 2.29 0.4104
C 1.95 0.43 13.01 -0.6429
H 0.63 1.31 -5.20 0.2842
H -1.48 8.03 -4.87 0.3049
C -0.03 -3.44 -8.71 0.2457
C 0.60 1.06 5.64 -0.2304
C -0.86 7.53 -4.10 -0.6405
H 1.11 -0.13 2.81 0.7823
C 0.63 0.21 1.92 -1.0005
C 0.18 -1.28 -7.39 0.4403
C 1.27 -12.28 -4.59 -0.3480
C 0.15 7.63 -1.91 -0.7994
C -1.39 -7.35 -5.20 -0.3840
H -2.23 2.28 -3.58 0.3301
C 2.76 2.27 -0.11 -0.8559
C 1.90 1.01 10.65 0.8835
C -3.32 2.87 -5.46 -0.4421
C 1.50 3.58 -2.20 0.0207
H -3.35 -7.49 -2.35 0.3439
C -2.49 -2.37 -0.06 -0.1243
C -2.86 7.26 0.31 -0.7386
O -1.79 3.90 -1.69 -0.3768
C -0.59 2.03 0.84 -0.1970
H -2.87 -3.07 -2.06 0.4402
C 2.51 1.69 9.45 0.0777
C -0.54 -1.26 -9.80 0.5719
H 4.02 -1.74 4.13 0.4603
C -2.57 -7.71 -3.17 -0.3647
H -0.91 2.95 11.43 0.3172
H 2.99 0.52 -1.37 0.4600
C 0.78 -0.43 12.89 -0.6203
C 1.22 -2.54 -3.03 -0.4296
C 0.69 4.15 -3.32 0.7438
H -0.48 1.36 -9.36 0.4580
C -0.55 8.27 -2.98 -0.7356
C -3.80 6.79 -2.30 0.6808
H -0.58 -1.28 11.44 0.4984
C -0.76 4.48 4.04 -1.0671
C 0.74 0.60 7.99 1.0053
C 1.88 1.41 8.11 0.7382
C -0.72 4.47 5.45 0.3104
C -2.63 4.56 -2.23 0.0797
H 5.07 -1.26 8.19 0.4498
C 2.62 -11.83 -6.51 -0.5591
C -1.07 -9.39 -3.98 0.5683
C 0.71 -0.48 0.70 0.5100
H -0.66 -2.87 -12.14 0.4301
C 0.24 -2.75 -7.41 0.3920
H 2.58 -13.72 -5.48 0.4143
C -2.52 6.16 -0.29 -0.9870
H -3.48 2.50 8.00 0.5492
C -0.19 -4.79 -11.19 -0.4163
H 1.64 -2.00 4.83 0.6228
H -0.84 5.80 -5.09 0.6289
H 0.91 -1.24 -5.40 0.4479
C 2.20 -12.71 -5.54 -0.5922
H -4.84 5.87 -6.15 0.4753
C 2.40 1.21 11.97 -1.2331
C -0.56 1.27 -0.30 -0.3912
H 2.24 5.85 5.98 0.6722
C 0.59 6.30 -2.08 0.3111
H -0.92 -3.83 2.25 0.4452
C 0.23 -0.60 11.63 -0.9265
C -0.23 0.80 -8.46 -1.0725
H -0.68 9.36 -3.10 0.3980
O -2.94 3.45 5.73 -0.6666
H -0.64 -0.34 6.76 0.5676
C 1.90 2.26 -2.34 -0.5821
C 1.49 5.43 3.97 -0.6153
C -2.57 2.87 8.41 -0.8550
C -1.78 -4.49 -0.94 -0.0635
C -4.31 5.09 -5.58 -0.7413
O 2.03 -2.16 1.65 -0.7080
O -0.69 -11.40 -2.68 -0.6900
H 3.46 -12.20 -7.11 0.3537
C 0.61 -0.59 -6.22 -0.7524
C 2.26 3.59 0.06 -0.3988
H 0.39 8.08 -0.96 0.5202
H 2.02 -9.93 -7.50 0.4481